{"formula": "C48H55Cl6Cs2N8O6SSr", "method": "ωB97M-V with the def2-TZVPD basis set", "total_charge": 1, "energy_ha": -5982.0302, "orbital_gap_ev": 9.53, "homo_energy_ev": -11.148, "species": ["Sr", "Cs", "Cs", "S", "O", "O", "O", "O", "C", "C", "O", "O", "H", "H", "H", "Cl", "C", "C", "Cl", "H", "H", "H", "H", "Cl", "C", "C", "Cl", "H", "H", "H", "H", "Cl", "C", "C", "Cl", "H", "H", "H", "H", "N", "C", "C", "C", "C", "C", "H", "H", "H", "H", "H", "N", "C", "C", "C", "C", "C", "H", "H", "H", "H", "H", "N", "C", "C", "C", "C", "C", "H", "H", "H", "H", "H", "N", "C", "C", "C", "C", "C", "H", "H", "H", "H", "H", "N", "C", "C", "C", "C", "C", "H", "H", "H", "H", "H", "N", "C", "C", "C", "C", "C", "H", "H", "H", "H", "H", "N", "C", "C", "C", "C", "C", "H", "H", "H", "H", "H", "N", "C", "C", "C", "C", "C", "H", "H", "H", "H", "H"], "positions_angstrom": [[-1.132, -0.587, 1.658], [3.693, -0.306, -0.471], [1.087, 0.517, -4.874], [0.251, -0.343, -1.385], [-1.003, 0.250, -0.915], [1.206, 0.679, -1.834], [0.798, -1.145, -0.279], [-0.002, -1.166, -2.528], [-1.922, -1.168, 5.832], [-1.813, -0.864, 4.415], [-0.775, -0.202, 4.021], [-2.658, -1.277, 3.636], [-2.942, -1.473, 6.095], [-1.526, -0.365, 6.443], [-1.296, -1.993, 6.041], [-0.157, 3.964, -3.559], [-1.230, 3.333, -2.249], [-1.845, 4.423, -1.453], [-3.020, 5.439, -2.354], [-0.611, 2.717, -1.623], [-1.913, 2.706, -2.723], [-1.111, 5.144, -1.145], [-2.369, 3.966, -0.646], [-1.484, -5.172, -3.045], [-0.116, -4.686, -4.123], [-0.497, -3.435, -4.796], [0.819, -2.967, -5.966], [-0.039, -5.530, -4.857], [0.795, -4.621, -3.511], [-0.606, -2.647, -4.038], [-1.394, -3.522, -5.362], [4.570, 2.978, 0.105], [4.351, 2.944, 1.901], [5.720, 2.813, 2.597], [6.451, 4.387, 2.802], [3.736, 2.096, 2.127], [3.809, 3.848, 2.170], [6.454, 2.217, 2.108], [5.502, 2.484, 3.613], [-3.242, 1.268, 1.621], [-3.553, 1.723, 0.403], [-4.660, 2.584, 0.224], [-5.450, 2.834, 1.303], [-5.099, 2.373, 2.564], [-3.985, 1.548, 2.665], [-2.963, 1.447, -0.472], [-4.817, 2.974, -0.804], [-6.329, 3.497, 1.253], [-5.705, 2.539, 3.471], [-3.688, 1.010, 3.597], [-1.902, 1.117, -4.741], [-2.597, 0.349, -3.922], [-3.903, 0.677, -3.522], [-4.483, 1.905, -3.984], [-3.684, 2.683, -4.775], [-2.423, 2.250, -5.199], [-2.084, -0.476, -3.448], [-4.331, 0.039, -2.795], [-5.495, 2.195, -3.721], [-4.148, 3.571, -5.242], [-1.845, 2.774, -5.962], [-0.674, -3.425, 1.632], [-0.391, -4.024, 2.818], [-0.242, -5.401, 2.968], [-0.524, -6.216, 1.871], [-0.942, -5.603, 0.701], [-0.970, -4.231, 0.617], [-0.352, -3.278, 3.600], [0.017, -5.856, 3.949], [-0.392, -7.272, 1.922], [-1.302, -6.126, -0.208], [-1.120, -3.787, -0.361], [4.321, -3.439, -1.921], [2.997, -3.340, -2.229], [2.011, -3.509, -1.288], [2.391, -3.784, 0.031], [3.732, -3.964, 0.355], [4.672, -3.757, -0.683], [2.665, -3.075, -3.232], [0.959, -3.465, -1.607], [1.638, -3.868, 0.783], [4.174, -4.245, 1.282], [5.755, -3.836, -0.477], [-0.147, 1.974, 1.904], [0.551, 2.710, 1.008], [0.719, 4.057, 1.267], [0.242, 4.708, 2.374], [-0.481, 3.862, 3.307], [-0.679, 2.536, 3.009], [0.921, 2.276, 0.097], [1.179, 4.609, 0.461], [0.341, 5.782, 2.638], [-1.038, 4.201, 4.185], [-1.266, 1.929, 3.717], [4.065, -1.027, 2.622], [5.035, -0.902, 3.517], [4.846, -0.536, 4.794], [3.564, -0.205, 5.217], [2.506, -0.325, 4.326], [2.826, -0.780, 3.015], [6.014, -1.161, 3.164], [5.770, -0.394, 5.336], [3.383, 0.141, 6.212], [1.485, -0.192, 4.512], [2.072, -0.822, 2.220], [4.038, 1.984, -3.854], [3.330, 2.804, -3.071], [3.736, 4.103, -2.819], [4.950, 4.525, -3.350], [5.753, 3.656, -4.121], [5.263, 2.389, -4.339], [2.420, 2.417, -2.653], [3.166, 4.765, -2.193], [5.380, 5.478, -3.045], [6.755, 3.884, -4.421], [5.870, 1.639, -4.881], [-3.450, -1.790, 0.344], [-4.043, -2.619, 1.216], [-5.191, -3.345, 0.864], [-5.732, -3.260, -0.390], [-5.107, -2.370, -1.327], [-4.007, -1.671, -0.889], [-3.585, -2.718, 2.201], [-5.708, -3.984, 1.545], [-6.592, -3.838, -0.701], [-5.539, -2.289, -2.364], [-3.431, -1.015, -1.520]], "lowdin_charge": [1.43, 0.99, 0.94, 0.07, -0.43, -0.59, -0.53, -0.44, 0.00, -0.79, -0.25, -0.10, 0.10, 0.09, 0.07, 0.60, -0.59, -0.63, 0.56, 0.04, 0.01, 0.05, 0.04, 0.59, -0.63, -0.63, 0.52, 0.09, 0.05, 0.04, 0.06, 0.55, -0.59, -0.67, 0.60, 0.04, 0.06, 0.05, 0.07, 0.01, -0.12, -0.06, -0.08, -0.04, -0.15, 0.09, 0.11, 0.12, 0.12, 0.12, -0.05, -0.15, -0.02, -0.05, -0.09, -0.18, 0.08, 0.05, 0.11, 0.12, 0.11, 0.01, -0.12, -0.05, -0.05, -0.06, -0.18, 0.10, 0.12, 0.10, 0.10, 0.09, 0.04, -0.17, -0.10, -0.06, -0.06, -0.19, 0.10, 0.09, 0.08, 0.10, 0.12, 0.01, -0.11, -0.10, -0.03, -0.03, -0.17, 0.09, 0.10, 0.12, 0.11, 0.10, -0.01, -0.18, -0.07, -0.04, -0.01, -0.15, 0.11, 0.12, 0.11, 0.06, 0.08, 0.02, -0.24, -0.11, -0.05, -0.06, -0.13, 0.04, 0.10, 0.11, 0.10, 0.12, 0.03, -0.13, -0.06, -0.06, -0.04, -0.15, 0.09, 0.10, 0.11, 0.12, 0.07]}